{
  "formula": "C35H62N5O8P2S",
  "method": "wB97M-V/def2-TZVPD",
  "symbols": ["C", "C", "O", "P", "O", "C", "C", "C", "N", "N", "C", "P", "O", "O", "O", "C", "C", "C", "C", "C", "C", "C", "C", "N", "C", "S", "O", "C", "C", "H", "H", "H", "H", "H", "H", "H", "H", "H", "H", "H", "H", "H", "H", "H", "H", "H", "H", "H", "H", "H", "H", "H", "H", "H", "H", "C", "C", "C", "C", "C", "C", "N", "O", "C", "C", "C", "H", "H", "H", "H", "H", "H", "H", "H", "H", "H", "H", "H", "H", "H", "H", "H", "H", "H", "C", "C", "C", "C", "C", "C", "N", "O", "C", "C", "C", "H", "H", "H", "H", "H", "H", "H", "H", "H", "H", "H", "H", "H", "H", "H", "H", "H", "H"],
  "coordinates": [[3.82455, -2.21629, 3.47880], [2.48848, -1.53208, 3.77846], [2.21853, -0.39294, 2.93255], [1.98574, -0.55650, 1.37179], [3.20793, -0.61871, 0.56004], [0.95936, -2.02116, 1.15052], [-0.44281, -2.01590, 1.78239], [-1.41611, -1.13342, 0.98552], [-2.30047, -0.29855, 1.84682], [-1.63077, 0.37269, 2.74819], [-2.27475, 1.20222, 3.53754], [-1.12543, 2.03600, 4.70165], [0.26751, 1.98906, 4.28107], [-1.45844, 1.34122, 6.10037], [-1.80074, 3.46656, 4.83363], [-3.66408, 1.39480, 3.47755], [-4.37891, 2.32371, 4.40087], [-4.33666, 0.68153, 2.52272], [-5.80891, 0.86374, 2.35054], [-6.71295, -0.07809, 2.81970], [-8.06744, 0.17572, 2.63919], [-8.44346, 1.34141, 1.98552], [-7.45487, 2.21115, 1.54266], [-6.15448, 1.98840, 1.72972], [-3.62921, -0.17276, 1.68375], [-4.46420, -1.09709, 0.42067], [1.00412, 0.64388, 1.02602], [1.54540, 1.85228, 0.42540], [0.54590, 2.99022, 0.62480], [3.70318, -3.29688, 3.36037], [4.26204, -1.82428, 2.55954], [4.53751, -2.04927, 4.28841], [2.47818, -1.12220, 4.78985], [1.65211, -2.23647, 3.72410], [0.89483, -2.20462, 0.07271], [1.54357, -2.85157, 1.56049], [-0.82804, -3.04049, 1.74613], [-0.40673, -1.73032, 2.83374], [-0.86719, -0.41618, 0.37563], [-2.04082, -1.73358, 0.33590], [-0.83234, 0.62128, 6.27472], [-1.12681, 4.11561, 5.09509], [-4.23694, 3.35944, 4.08367], [-3.98981, 2.22190, 5.41531], [-5.44385, 2.09082, 4.42367], [-6.36424, -0.98035, 3.31011], [-8.82010, -0.51898, 2.99339], [-9.48621, 1.58358, 1.81891], [-7.72197, 3.12399, 1.01805], [-4.31820, -0.14510, -0.51394], [2.50182, 2.08479, 0.89707], [1.73577, 1.65981, -0.63090], [-0.33652, 2.60611, 1.14519], [0.96177, 3.77889, 1.25352], [0.21805, 3.40487, -0.33021], [1.57301, -7.76142, -0.26626], [2.06827, -6.45541, 0.37217], [2.06223, -5.30207, -0.63374], [3.17678, -5.37405, -1.67274], [4.53280, -5.47403, -0.97484], [4.62413, -6.63819, 0.01603], [3.44309, -6.58982, 0.94722], [3.62803, -5.78615, 1.93305], [4.71538, -7.97354, -0.73879], [5.89145, -6.51419, 0.85391], [1.09166, -6.14361, 1.50195], [0.65784, -7.56451, -0.82623], [2.27663, -8.21903, -0.94954], [1.34492, -8.49555, 0.50751], [2.16829, -4.36576, -0.07656], [1.08563, -5.27026, -1.12484], [3.01282, -6.21865, -2.34762], [3.15858, -4.47603, -2.29221], [5.33634, -5.58127, -1.70673], [4.71716, -4.53903, -0.43644], [4.50905, -8.81375, -0.07487], [5.72840, -8.09080, -1.12257], [4.05238, -8.03599, -1.59796], [5.95814, -5.55078, 1.35161], [6.75398, -6.62078, 0.19559], [5.93614, -7.29635, 1.61233], [1.15958, -6.88692, 2.29571], [0.07856, -6.16522, 1.09371], [1.27194, -5.16380, 1.94050], [1.44899, 6.52729, -5.68494], [0.84630, 5.22166, -5.14644], [-0.30709, 4.73492, -6.03084], [-1.58389, 5.55611, -5.87686], [-2.01351, 5.60049, -4.41267], [-0.91854, 6.12534, -3.48011], [0.35805, 5.37154, -3.73396], [0.40614, 4.26496, -3.08449], [-0.74823, 7.64167, -3.66576], [-1.31747, 5.90424, -2.02506], [1.97038, 4.19238, -5.16774], [1.62120, 6.42652, -6.75683], [0.83014, 7.40329, -5.53956], [2.40932, 6.72251, -5.20622], [-0.52620, 3.69272, -5.77704], [0.03109, 4.74060, -7.06873], [-1.43752, 6.56552, -6.27015], [-2.37897, 5.10708, -6.47442], [-2.89885, 6.22906, -4.28860], [-2.29353, 4.59003, -4.09691], [0.18786, 7.98665, -3.22568], [-1.56640, 8.15312, -3.15857], [-0.78359, 7.95994, -4.70361], [-1.55675, 4.86294, -1.82340], [-2.20046, 6.50778, -1.81134], [-0.51721, 6.21034, -1.34997], [2.75453, 4.45587, -4.45834], [2.40221, 4.17814, -6.16977], [1.61689, 3.19237, -4.93038]],
  "spin_multiplicity": 3,
  "max_force_ha_per_bohr": 0.0206,
  "charge": 1,
  "e_homo_ev": [-9.673, -10.841],
  "energy_ha": -3327.25897,
  "gap_ev": [5.51, 6.67]
}


{
  "formula": "C35H63AsFN3OsS2Si",
  "method": "wB97M-V/def2-TZVPD",
  "symbols": ["Os", "C", "C", "C", "C", "C", "C", "C", "C", "C", "C", "C", "C", "N", "C", "C", "C", "C", "C", "C", "F", "H", "H", "H", "H", "H", "H", "H", "H", "H", "H", "H", "H", "H", "H", "H", "H", "H", "H", "H", "H", "H", "C", "Si", "C", "C", "C", "C", "C", "C", "C", "C", "H", "H", "H", "H", "H", "H", "H", "H", "H", "H", "H", "H", "H", "H", "H", "H", "H", "H", "H", "H", "H", "C", "C", "N", "C", "S", "N", "C", "C", "H", "H", "H", "H", "H", "H", "H", "H", "H", "H", "H", "H", "C", "As", "C", "C", "S", "H", "H", "H", "H", "H", "H", "H", "H", "H"],
  "coordinates": [[0.24382, -0.00639, 1.06786], [-0.33587, 3.19229, 0.06055], [-1.41883, 3.64467, 1.03407], [-2.73418, 3.87884, 0.26912], [-1.64650, 2.82076, 2.30534], [-1.82983, 3.58671, 3.45419], [-2.17142, 3.02568, 4.67135], [-2.34652, 1.65896, 4.76725], [-2.16987, 0.83784, 3.66299], [-2.46153, -0.64448, 3.79114], [-1.66196, -1.27122, 4.93827], [-3.95870, -0.88104, 4.03181], [-1.79333, 1.41189, 2.42779], [-1.63927, 0.53572, 1.30527], [-2.67749, 0.42789, 0.38921], [-4.00147, 0.79145, 0.66995], [-4.99253, 0.64455, -0.28269], [-4.70531, 0.14454, -1.54522], [-3.39775, -0.19376, -1.86570], [-2.43367, -0.03604, -0.90499], [-1.11889, -0.31612, -1.21404], [-0.25708, 3.92515, -0.74622], [-0.56476, 2.23913, -0.42206], [0.63809, 3.13917, 0.54803], [-1.09879, 4.62330, 1.39973], [-2.96716, 3.04636, -0.39256], [-2.65062, 4.77910, -0.34119], [-3.56868, 4.01715, 0.95606], [-1.73939, 4.66404, 3.37952], [-2.32036, 3.65716, 5.53724], [-2.64891, 1.22626, 5.71187], [-2.17159, -1.12975, 2.85838], [-1.96130, -0.84587, 5.89631], [-0.59184, -1.11034, 4.80717], [-1.84991, -2.34455, 4.98650], [-4.26651, -0.42513, 4.97385], [-4.15933, -1.95137, 4.09458], [-4.57409, -0.46707, 3.23429], [-4.23685, 1.19735, 1.64430], [-6.00744, 0.92876, -0.03946], [-5.48689, 0.02928, -2.28230], [-3.12812, -0.56915, -2.84388], [1.53078, -2.73048, -0.27348], [0.57117, -2.39866, 1.35822], [-0.98044, -3.61544, 1.33613], [-1.50829, -3.88312, 2.74645], [-2.11601, -3.03111, 0.50332], [-0.53047, -4.92440, 0.68024], [1.80307, -2.86682, 2.81146], [3.19891, -2.27850, 2.58407], [1.27779, -2.33856, 4.14815], [1.97838, -4.38936, 2.87877], [1.93482, -3.74474, -0.29042], [2.36054, -2.03019, -0.38103], [0.87257, -2.60916, -1.13823], [-1.76194, -2.95785, 3.26537], [-0.80189, -4.44163, 3.35911], [-2.42182, -4.48197, 2.67725], [-2.48728, -2.09989, 0.93065], [-2.95012, -3.73956, 0.48226], [-1.81006, -2.86015, -0.52951], [0.30515, -5.39389, 1.19750], [-0.25934, -4.77612, -0.36600], [-1.36489, -5.63278, 0.70225], [3.18311, -1.19164, 2.61808], [3.61846, -2.59028, 1.62459], [3.86836, -2.63325, 3.37395], [1.15827, -1.25149, 4.10535], [1.98207, -2.57625, 4.95198], [0.31491, -2.77715, 4.40959], [2.35001, -4.78987, 1.93312], [1.05687, -4.90506, 3.13998], [2.71806, -4.63007, 3.64815], [4.36577, -1.35809, -6.15274], [3.58182, -2.04323, -5.03912], [2.79386, -1.09980, -4.23684], [2.99651, -0.57569, -3.03968], [1.68666, 0.31233, -2.34871], [4.09391, -0.67188, -2.30590], [5.43280, -1.15798, -2.65359], [5.67785, -2.56707, -2.12571], [4.91416, -2.11519, -6.71141], [5.07851, -0.63049, -5.76386], [3.69713, -0.84649, -6.84441], [4.23887, -2.61448, -4.39034], [2.86994, -2.73928, -5.48161], [1.93876, -0.78791, -4.67659], [3.99979, -0.27009, -1.38010], [6.14538, -0.46432, -2.20899], [5.56558, -1.11022, -3.73080], [5.62507, -2.58732, -1.03707], [6.66844, -2.90477, -2.42683], [4.93940, -3.27050, -2.51123], [4.99821, 1.55418, 2.88020], [3.09489, 1.76311, 2.65065], [2.24197, 1.29032, 4.32029], [2.78728, 3.65647, 2.43957], [2.54324, 0.65941, 0.88836], [5.30614, 2.10652, 3.76759], [5.51514, 1.95797, 2.01135], [5.25465, 0.50332, 2.99917], [2.51741, 2.06283, 5.03860], [2.60021, 0.32333, 4.66678], [1.15822, 1.27244, 4.20290], [3.43040, 4.17029, 3.15443], [1.74725, 3.89667, 2.65562], [3.03952, 3.97765, 1.43139]],
  "spin_multiplicity": 5,
  "max_force_ha_per_bohr": 0.0488,
  "charge": 2,
  "e_homo_ev": [-12.795, -12.689],
  "energy_ha": -5047.31642,
  "gap_ev": [6.66, 4.96]
}


Which formula does entry 2 have?
C35H63AsFN3OsS2Si


Which formula does entry 1 have?
C35H62N5O8P2S